[1]
# C5H11O2

A cluster of 2 separate species, C5H11O2 in total in a non-equilibrium geometry (wB97M-V/def2-TZVPD, the Open Molecules 2025 dataset).

ORCA input file:
```
! wB97M-V def2-TZVPD RIJCOSX def2/J DEFGRID3
* xyz -1 1
H 0.547 -0.041 2.931
C -1.402 0.089 -1.543
H -2.542 1.175 -2.766
H 1.898 -0.847 4.131
H 2.949 0.734 2.432
C -2.689 0.997 -1.679
C 2.328 -0.216 1.979
C 1.427 -0.769 3.072
O -0.404 0.652 -1.059
H 1.148 -1.681 2.529
H -3.504 0.469 -1.392
H 3.267 -0.939 1.778
H -2.473 1.866 -1.131
H 0.905 -0.355 0.297
H 2.515 -0.152 -0.102
C 1.782 0.185 0.615
O -1.490 -1.062 -1.921
H 1.763 1.334 0.461
*
```

Results
**E_HOMO**: -3.8 eV
**Energy above the lowest of the compared OMol25 structures with the same formula, charge and spin**: 178.2 kJ/mol
**HOMO-LUMO gap**: 7.6 eV

Mulliken atomic charge list, values in e, 4 entries:
1 H 0.246
2 C 0.578
3 H 0.184
4 H 0.283

***

[2]
# C5H11O2

A cluster of 2 separate species, C5H11O2 in total in a non-equilibrium geometry (wB97M-V/def2-TZVPD, the Open Molecules 2025 dataset).

ORCA input file:
```
! wB97M-V def2-TZVPD RIJCOSX def2/J DEFGRID3
* xyz -1 1
O 1.132 1.006 1.483
O 0.346 -1.065 1.659
C 2.092 -0.757 0.080
H -4.105 0.013 -0.658
C 1.592 -0.296 -1.330
H 1.825 -1.810 0.057
H -3.784 1.248 -2.073
H 3.165 -0.625 0.216
C -3.476 0.429 -1.438
H -1.525 1.537 -1.426
H 1.544 -1.235 -1.883
H -2.173 1.101 0.193
C 1.121 -0.193 1.165
H -1.296 0.049 -1.058
C -2.071 0.778 -0.829
H 2.288 0.409 -1.785
H 0.678 0.269 -1.234
H -3.276 -0.460 -2.052
*
```

Results
**E_HOMO**: -3.6 eV
**Energy above the lowest of the compared OMol25 structures with the same formula, charge and spin**: 113.3 kJ/mol
**HOMO-LUMO gap**: 7.4 eV

Mulliken atomic charge list, values in e, 4 entries:
1 O -0.732
2 O -0.744
3 C -0.346
4 H 0.293

***

[3]
# C5H11O2

A cluster of 2 separate species, C5H11O2 in total in a non-equilibrium geometry (wB97M-V/def2-TZVPD, the Open Molecules 2025 dataset).

ORCA input file:
```
! wB97M-V def2-TZVPD RIJCOSX def2/J DEFGRID3
* xyz -1 1
H 0.700 0.476 0.761
C 1.378 1.354 0.750
H -2.149 -2.043 -1.386
H 1.902 0.813 -1.983
H -0.470 -1.415 -1.486
H 1.924 2.526 -2.433
C 2.062 1.824 -1.602
O -1.371 -0.139 0.599
O -1.229 -2.207 1.492
C -1.338 -1.392 0.552
H 2.416 1.003 0.728
H 3.085 1.856 -1.213
C -1.187 -1.991 -0.884
H 0.078 1.915 -0.819
H -0.628 -2.936 -0.862
H 1.099 3.260 -0.273
C 1.091 2.192 -0.501
H 1.172 1.619 1.782
*
```

Results
**E_HOMO**: -4.0 eV
**Energy above the lowest of the compared OMol25 structures with the same formula, charge and spin**: 55.4 kJ/mol
**HOMO-LUMO gap**: 7.9 eV

Mulliken atomic charge list, values in e, 4 entries:
1 H 0.080
2 C -0.910
3 H 0.211
4 H 0.246

***

[4]
# C5H11O2

A cluster of 2 separate species, C5H11O2 in total in a non-equilibrium geometry (wB97M-V/def2-TZVPD, the Open Molecules 2025 dataset).

ORCA input file:
```
! wB97M-V def2-TZVPD RIJCOSX def2/J DEFGRID3
* xyz -1 1
C 0.219 -1.901 1.780
C -1.031 -0.810 2.075
H 2.247 1.296 -0.868
H -2.291 -1.500 0.503
C -1.710 -0.625 0.724
H -1.717 -1.396 2.738
C 1.179 1.261 -1.012
H 1.586 0.723 -3.119
O -0.136 -3.087 1.806
O 1.283 -1.357 1.460
H -2.308 0.312 0.784
H -1.009 -0.670 -0.112
H -0.614 0.144 2.429
H 1.436 2.564 -2.657
H 0.065 1.418 -2.826
C 1.128 1.551 -2.608
H 1.114 0.233 -0.655
H 0.559 1.846 -0.439
*
```

Results
**E_HOMO**: -3.6 eV
**Energy above the lowest of the compared OMol25 structures with the same formula, charge and spin**: 128.1 kJ/mol
**HOMO-LUMO gap**: 7.2 eV

Mulliken atomic charge list, values in e, 4 entries:
1 C 0.454
2 C -0.424
3 H 0.331
4 H 0.386

***

[5]
# C5H11O2

A cluster of 2 separate species, C5H11O2 in total in a non-equilibrium geometry (wB97M-V/def2-TZVPD, the Open Molecules 2025 dataset).

ORCA input file:
```
! wB97M-V def2-TZVPD RIJCOSX def2/J DEFGRID3
* xyz 0 2
H -2.529 -3.473 0.524
C -1.679 -1.608 0.722
H 0.030 1.333 -1.673
O 2.183 2.814 -0.635
C 1.200 2.433 -0.083
H -0.632 -4.990 0.153
O 1.044 1.935 1.065
H 0.357 -3.527 -0.511
H 0.258 3.051 -1.951
C -0.418 -3.875 0.197
H -0.006 -3.692 1.253
H -1.569 -1.957 1.884
H -0.846 -1.014 0.284
C 0.032 2.381 -1.229
C -1.671 -3.003 0.031
H -2.058 -2.870 -0.956
H -0.950 2.437 -0.845
H -2.646 -1.266 0.572
*
```

Results
**E_HOMO (spin up / spin down)**: -10.8 / -10.5 eV
**Energy above the lowest of the compared OMol25 structures with the same formula, charge and spin**: 147.6 kJ/mol
**HOMO-LUMO gap (spin up / spin down)**: 11.4 / 6.9 eV

Mulliken atomic charge list, values in e, 4 entries:
1 H 0.283
2 C -0.888
3 H 0.229
4 O -0.235

***

[6]
# C5H11O2

An isolated molecule of C5H11O2 in a non-equilibrium geometry (wB97M-V/def2-TZVPD, the Open Molecules 2025 dataset).

ORCA input file:
```
! wB97M-V def2-TZVPD RIJCOSX def2/J DEFGRID3
* xyz 0 2
H 2.853 -0.961 0.374
C -1.104 0.550 -0.739
H -1.291 0.456 1.380
H -3.007 -1.513 0.753
C 1.367 0.576 0.270
H -0.874 -1.157 0.670
C 0.341 1.071 -0.791
H 1.554 -1.351 -0.834
H -1.154 -0.254 -1.513
H 1.020 0.725 1.291
C -1.459 -0.247 0.573
H 0.806 0.793 -1.742
H -1.881 1.170 -1.127
O 1.215 -1.608 1.297
H 0.510 2.152 -0.699
C 1.688 -0.954 0.273
O -2.849 -0.597 0.517
H 2.263 1.149 0.045
*
```

Results
**E_HOMO (spin up / spin down)**: -10.0 / -9.9 eV
**Energy above the lowest of the compared OMol25 structures with the same formula, charge and spin**: 143.4 kJ/mol
**HOMO-LUMO gap (spin up / spin down)**: 11.0 / 8.2 eV

Mulliken atomic charge list, values in e, 4 entries:
1 H 0.312
2 C -0.565
3 H 0.230
4 H 0.319

***

[7]
# C5H11O2

A cluster of 2 separate species, C5H11O2 in total in a non-equilibrium geometry (wB97M-V/def2-TZVPD, the Open Molecules 2025 dataset).

ORCA input file:
```
! wB97M-V def2-TZVPD RIJCOSX def2/J DEFGRID3
* xyz 1 3
O -0.173 1.902 0.843
O -1.335 0.847 -0.793
C 0.648 0.836 1.504
H -2.937 -2.554 -1.534
C -1.351 -1.801 -0.562
H -1.361 -0.307 -0.550
H 2.127 2.439 1.845
H -1.454 -1.707 -2.578
H -1.893 -2.047 0.358
H 2.711 0.729 2.120
H 2.468 1.254 0.432
C -0.859 1.900 -0.215
C -1.916 -2.149 -1.697
H 0.439 0.855 2.570
C 2.115 1.342 1.526
H 0.644 -0.169 1.183
H -0.300 -1.515 -0.461
H -1.172 2.839 -0.790
*
```

Results
**E_HOMO (spin up / spin down)**: -11.1 / -16.1 eV
**Energy above the lowest of the compared OMol25 structures with the same formula, charge and spin**: 57.2 kJ/mol
**HOMO-LUMO gap (spin up / spin down)**: 7.1 / 8.2 eV

Mulliken atomic charge list, values in e, 4 entries:
1 O -0.205
2 O -0.408
3 C -0.055
4 H 0.287

***

[8]
# C5H11O2S

A cluster of 2 separate species, C5H11O2S in total in a non-equilibrium geometry (wB97M-V/def2-TZVPD, the Open Molecules 2025 dataset).

ORCA input file:
```
! wB97M-V def2-TZVPD RIJCOSX def2/J DEFGRID3
* xyz -1 1
S 0.671 -1.459 -2.084
H -1.112 -0.119 -2.931
H -1.655 -1.073 -1.548
H -0.301 -1.720 1.359
C 0.225 -2.284 0.596
C -0.368 1.787 1.369
H -1.244 3.516 2.353
H 2.176 -1.708 -0.176
H -0.664 0.330 -1.233
H 0.996 -0.424 -0.036
H -1.882 1.887 2.935
O -0.802 0.636 1.079
C -0.833 -0.479 -1.939
H 0.836 -3.058 1.086
C 1.135 -1.462 -0.355
H -0.383 -2.938 -0.019
O 0.501 2.436 0.764
C -1.032 2.472 2.581
H -0.328 2.433 3.416
*
```

Results
**E_HOMO**: -4.3 eV
**Energy above the lowest of the compared OMol25 structures with the same formula, charge and spin**: 29.4 kJ/mol
**HOMO-LUMO gap**: 7.7 eV

Mulliken atomic charge list, values in e, 4 entries:
1 S -0.207
2 H 0.323
3 H 0.230
4 H 0.199

***

[9]
# C5H11O3

A cluster of 2 separate species, C5H11O3 in total in a non-equilibrium geometry (wB97M-V/def2-TZVPD, the Open Molecules 2025 dataset).

ORCA input file:
```
! wB97M-V def2-TZVPD RIJCOSX def2/J DEFGRID3
* xyz -1 1
O -2.711 1.144 -0.005
C -1.529 0.825 -0.284
O -0.803 -0.042 0.366
H 0.649 1.555 -3.120
H 1.642 -3.251 2.262
O 1.752 -0.322 0.527
H 1.483 -0.659 2.566
C 1.282 -2.636 1.434
H 1.151 1.930 -1.570
H -1.129 2.391 -1.597
H -1.643 0.776 -2.136
H 2.883 -1.085 1.867
H 0.980 0.285 -2.109
H 0.659 -0.069 0.418
C 1.803 -1.178 1.663
H 1.589 -2.850 0.338
H 0.242 -2.585 1.450
C 0.419 1.201 -2.137
C -1.043 1.340 -1.589
*
```

Results
**E_HOMO**: -4.7 eV
**Energy above the lowest of the compared OMol25 structures with the same formula, charge and spin**: 194.8 kJ/mol
**HOMO-LUMO gap**: 8.8 eV

Mulliken atomic charge list, values in e, 4 entries:
1 O -0.740
2 C 0.421
3 O -0.689
4 H 0.379

***

[10]
# C5H11O3

A cluster of 2 separate species, C5H11O3 in total in a non-equilibrium geometry (wB97M-V/def2-TZVPD, the Open Molecules 2025 dataset).

ORCA input file:
```
! wB97M-V def2-TZVPD RIJCOSX def2/J DEFGRID3
* xyz -1 1
H -0.411 -1.224 3.007
C -0.174 -0.631 0.901
H -0.365 -2.576 1.971
C 1.563 0.794 -1.394
C 0.856 1.874 -0.552
O -0.528 -2.034 -0.914
H 1.575 1.115 -2.536
H 0.978 2.802 -1.202
H 1.089 -0.114 -1.297
O -1.762 -0.215 -0.746
H -0.324 0.577 1.113
H 0.875 -0.705 0.810
H 2.552 0.630 -1.186
H -0.199 1.661 -0.372
C -0.938 -1.064 -0.320
O 1.180 2.229 0.749
H 1.842 2.980 0.782
H -1.925 -1.573 1.948
C -0.776 -1.541 2.075
*
```

Results
**E_HOMO**: -3.7 eV
**Energy above the lowest of the compared OMol25 structures with the same formula, charge and spin**: 259.6 kJ/mol
**HOMO-LUMO gap**: 7.1 eV

Mulliken atomic charge list, values in e, 4 entries:
1 H 0.413
2 C 0.073
3 H 0.279
4 C -0.946

***

[11]
# C5H11OPS

A cluster of 2 separate species, C5H11OPS in total in a non-equilibrium geometry (wB97M-V/def2-TZVPD, the Open Molecules 2025 dataset).

ORCA input file:
```
! wB97M-V def2-TZVPD RIJCOSX def2/J DEFGRID3
* xyz 0 1
H 3.206 -0.532 0.330
H 2.948 0.529 -0.971
H 1.797 1.037 1.746
H 1.382 1.842 0.349
H -2.103 1.311 -0.313
O 0.261 0.108 -1.568
H -1.505 1.287 1.414
S 0.973 -2.162 -0.094
C -1.958 0.702 0.558
C 1.702 0.860 0.673
H -2.515 -0.952 1.601
H 0.374 -0.413 -2.284
C -2.549 -0.606 0.607
C -2.968 -1.254 -0.543
H 3.855 1.113 0.386
P 0.432 -0.324 -0.068
H -3.066 -0.626 -1.414
C 3.040 0.441 0.079
H -3.305 -2.363 -0.488
*
```

Results
**E_HOMO (spin up / spin down)**: -7.7 / -7.5 eV
**Energy above the lowest of the compared OMol25 structures with the same formula, charge and spin**: 318.4 kJ/mol
**HOMO-LUMO gap (spin up / spin down)**: 7.0 / 7.0 eV

Mulliken atomic charge list, values in e, 4 entries:
1 H 0.413
2 H 0.355
3 H 0.407
4 H 0.318

***

[12]
# C5H11PS2

An isolated molecule of C5H11PS2 in a non-equilibrium geometry (wB97M-V/def2-TZVPD, the Open Molecules 2025 dataset).

ORCA input file:
```
! wB97M-V def2-TZVPD RIJCOSX def2/J DEFGRID3
* xyz 0 1
H 1.614 0.539 -1.520
H -2.181 0.880 0.259
C -1.588 0.149 -0.221
H 1.019 -0.996 -1.727
H -0.330 1.686 1.454
H -0.007 2.186 -0.091
S 4.129 -1.941 0.639
H 0.033 0.520 -2.208
C 0.276 1.447 0.586
C 0.673 0.048 -1.479
H -1.888 -0.870 0.284
H -0.348 -0.827 1.766
C 0.112 -1.077 0.784
C -0.103 0.113 -0.106
H 2.748 -2.867 3.495
S 1.662 -3.003 2.672
P 1.977 -1.586 1.104
H 1.449 1.538 0.812
H -1.808 0.115 -1.272
*
```

Results
**E_HOMO (spin up / spin down)**: -8.5 / -8.5 eV
**Energy above the lowest of the compared OMol25 structures with the same formula, charge and spin**: 541.5 kJ/mol
**HOMO-LUMO gap (spin up / spin down)**: 7.1 / 7.1 eV

Mulliken atomic charge list, values in e, 4 entries:
1 H 0.427
2 H 0.380
3 C -1.523
4 H 0.364